Record 1
C26H80F6N17O28S2Zn | ωB97M-V/def2-TZVPD

As for the total charge: +1. The electronic energy is -197291.901 eV. The value obtained for the highest occupied orbital energy is -10.95 eV. The value obtained for the gap between HOMO and LUMO is 1.22 eV.

Element x y z (Å)
Zn 11.017 -16.770 -0.973
C 11.786 -12.126 -5.348
F 10.930 -11.601 -6.227
F 13.047 -11.628 -5.479
F 11.268 -12.044 -4.057
S 11.795 -14.032 -5.860
O 10.427 -14.497 -5.849
O 12.333 -13.998 -7.178
N 12.801 -14.691 -4.511
S 14.280 -14.787 -5.068
O 14.668 -13.643 -5.923
O 15.231 -14.995 -3.989
C 14.198 -16.358 -6.194
F 15.021 -16.123 -7.331
F 14.739 -17.386 -5.548
F 12.979 -16.692 -6.631
C 3.340 -10.612 -1.504
O 2.837 -11.589 -1.057
N 2.894 -9.423 -1.452
N 4.485 -10.669 -2.128
H 1.951 -9.388 -1.092
H 3.331 -8.646 -1.927
H 5.047 -11.453 -1.830
H 4.928 -9.830 -2.474
C 20.196 -8.615 -1.977
O 20.462 -7.966 -0.928
N 19.073 -9.119 -2.140
N 20.968 -8.902 -2.995
H 18.918 -9.786 -2.883
H 18.395 -9.105 -1.391
H 21.866 -8.463 -3.141
H 20.614 -9.374 -3.814
C 14.841 -12.683 2.652
O 13.943 -13.415 2.212
N 14.859 -11.400 2.999
N 16.037 -13.108 3.056
H 15.708 -11.020 3.392
H 14.021 -10.847 2.888
H 16.814 -12.496 3.258
H 16.148 -14.100 3.213
C 15.112 -19.828 1.565
O 14.279 -19.507 0.711
N 14.717 -20.462 2.601
N 16.367 -19.411 1.502
H 15.348 -20.772 3.326
H 13.805 -20.879 2.483
H 16.523 -18.934 0.626
H 16.993 -19.960 2.074
C 22.368 -17.294 -4.738
O 21.798 -16.508 -5.471
N 22.094 -17.490 -3.513
N 23.390 -17.958 -5.104
H 21.182 -17.276 -3.134
H 22.429 -18.371 -3.150
H 23.641 -18.751 -4.533
H 23.575 -17.869 -6.093
C 7.888 -14.868 -13.709
O 7.521 -13.795 -13.214
N 7.258 -15.604 -14.605
N 9.101 -15.340 -13.466
H 7.632 -16.512 -14.842
H 6.400 -15.350 -15.073
H 9.566 -14.983 -12.644
H 9.407 -16.064 -14.102
C 10.572 -5.328 0.113
O 11.254 -5.867 0.960
N 10.961 -4.313 -0.585
N 9.362 -5.658 -0.167
H 11.910 -4.047 -0.363
H 10.335 -3.943 -1.286
H 8.799 -5.085 -0.779
H 9.113 -6.591 0.130
C 8.739 -21.410 -4.270
O 9.073 -20.339 -3.756
N 8.728 -21.774 -5.538
N 8.242 -22.416 -3.598
H 7.984 -22.280 -5.997
H 9.445 -21.311 -6.077
H 7.913 -23.158 -4.199
H 8.379 -22.548 -2.606
C 23.952 -10.481 -8.686
C 24.389 -9.119 -9.293
O 24.171 -8.139 -8.287
O 22.505 -10.656 -8.877
H 24.233 -10.565 -7.636
H 24.635 -11.189 -9.156
H 23.895 -8.920 -10.244
H 25.450 -9.257 -9.501
H 23.387 -7.660 -8.564
H 22.160 -11.439 -8.443
C 6.162 -4.199 -5.569
C 5.762 -2.828 -5.035
O 5.710 -2.934 -3.601
O 5.063 -5.075 -5.276
H 7.074 -4.578 -5.107
H 6.237 -4.133 -6.654
H 4.804 -2.547 -5.473
H 6.495 -2.081 -5.340
H 4.793 -2.798 -3.353
H 4.984 -5.692 -6.007
C 15.991 -25.603 -5.177
C 17.273 -25.587 -4.284
O 18.433 -24.976 -4.800
O 16.313 -26.189 -6.489
H 15.554 -24.605 -5.190
H 15.358 -26.377 -4.743
H 17.460 -26.646 -4.109
H 16.888 -25.153 -3.362
H 18.799 -25.604 -5.427
H 16.680 -27.054 -6.290
C 18.285 -5.214 -8.451
C 16.795 -5.101 -8.030
O 16.049 -4.308 -9.026
O 18.967 -4.035 -8.272
H 18.208 -5.555 -9.484
H 18.857 -6.020 -7.993
H 16.793 -4.669 -7.029
H 16.271 -6.056 -7.995
H 16.178 -3.367 -8.882
H 18.405 -3.345 -8.631
C 14.296 -22.825 -11.857
C 14.893 -23.442 -13.191
O 15.650 -24.639 -13.103
O 13.393 -23.729 -11.266
H 13.682 -21.953 -12.083
H 15.096 -22.540 -11.174
H 15.406 -22.668 -13.762
H 14.044 -23.658 -13.840
H 15.328 -25.351 -13.661
H 13.857 -24.396 -10.755
C 2.708 -19.046 -4.513
C 3.242 -17.699 -5.062
O 3.463 -17.711 -6.422
O 1.392 -19.116 -5.070
H 2.882 -19.042 -3.437
H 3.158 -19.966 -4.885
H 4.172 -17.398 -4.579
H 2.600 -16.886 -4.725
H 3.944 -16.882 -6.475
H 1.319 -18.584 -5.866
C 0.893 -11.721 -8.302
C 2.362 -11.431 -8.706
O 2.556 -10.002 -8.896
O -0.025 -10.877 -8.979
H 0.820 -11.507 -7.236
H 0.653 -12.719 -8.668
H 2.698 -11.804 -9.674
H 3.111 -11.935 -8.096
H 2.452 -9.765 -9.821
H -0.018 -9.960 -8.693
C 19.075 -16.862 -15.566
C 20.011 -17.753 -16.519
O 19.333 -18.598 -17.388
O 18.416 -17.810 -14.701
H 18.243 -16.290 -15.976
H 19.636 -16.197 -14.908
H 20.698 -18.404 -15.979
H 20.533 -16.952 -17.043
H 19.221 -19.404 -16.878
H 17.981 -17.387 -13.958

Mulliken population analysis, charges in e, atoms 1 to 99: 0.820 0.676 -0.148 -0.140 -0.197 0.826 -0.520 -0.449 -0.319 1.034 -0.451 -0.558 0.715 -0.244 -0.199 -0.187 0.639 -0.641 -0.378 -0.407 0.234 0.169 0.218 0.166 0.663 -0.649 -0.335 -0.371 0.168 0.230 0.221 0.170 0.703 -0.656 -0.363 -0.388 0.156 0.204 0.172 0.192 0.668 -0.692 -0.380 -0.431 0.184 0.235 0.251 0.213 0.592 -0.651 -0.392 -0.381 0.252 0.193 0.179 0.241 0.694 -0.627 -0.378 -0.393 0.163 0.213 0.221 0.171 0.707 -0.659 -0.407 -0.380 0.225 0.164 0.159 0.215 0.673 -0.647 -0.413 -0.359 0.221 0.199 0.169 0.214 -0.267 -0.459 -0.512 -0.521 0.280 0.286 0.311 0.287 0.311 0.285 -0.260 -0.508 -0.506 -0.505 0.232 0.334 0.322 0.289 0.304



Record 2
C3F11K6NO13S5 | ωB97M-V/def2-TZVPD

As for the total charge: +2. The electronic energy is -213219.813 eV. The value obtained for the highest occupied orbital energy is -9.48 eV. The value obtained for the gap between HOMO and LUMO is 2.55 eV.

Element x y z (Å)
K -10.022 7.527 -18.554
K -6.567 8.816 -12.248
K -15.534 7.700 -16.159
K -12.100 17.174 -19.353
K -12.836 16.863 -13.010
K -12.962 10.968 -10.774
N -15.711 11.590 -21.807
S -16.055 12.172 -20.449
O -15.698 13.527 -20.189
O -16.295 11.203 -19.361
F -17.664 12.321 -20.800
S -14.014 11.653 -21.596
O -13.422 10.544 -20.832
O -13.387 12.994 -21.571
F -13.622 11.174 -23.137
C -9.412 12.246 -16.727
F -9.494 11.811 -17.944
F -8.803 11.417 -15.868
F -8.943 13.513 -16.674
S -11.347 12.339 -16.219
O -11.957 13.346 -17.105
O -11.885 10.954 -16.295
O -11.373 12.826 -14.807
C -7.447 9.877 -23.520
F -8.550 10.364 -23.089
F -7.110 10.616 -24.581
F -6.507 9.984 -22.565
S -7.691 8.068 -24.101
O -8.371 8.181 -25.376
O -6.340 7.510 -24.149
O -8.560 7.452 -23.074
C -7.041 14.008 -8.752
F -7.997 14.624 -7.956
F -5.911 14.748 -8.661
F -6.825 12.763 -8.365
S -7.678 13.902 -10.630
O -6.463 13.914 -11.427
O -8.463 12.639 -10.595
O -8.478 15.098 -10.896

List of Mulliken charges in e, atom by atom: 0.986 0.992 0.993 0.994 0.990 0.990 -0.206 1.052 -0.543 -0.627 -0.346 1.032 -0.540 -0.522 -0.287 0.561 -0.173 -0.193 -0.198 1.073 -0.627 -0.697 -0.724 0.596 -0.214 -0.243 -0.241 1.074 -0.635 -0.641 -0.688 0.580 -0.233 -0.204 -0.206 1.105 -0.648 -0.712 -0.668



Record 3
C2H8O | ωB97M-V/def2-TZVPD

The calculation puts the energy above the lowest of the compared OMol25 structures with the same formula, charge and spin at 9.7 kJ/mol. The electronic energy is -4251.001 eV. The value obtained for the highest occupied orbital energy is -11.62 eV. The SMILES is CC.O. The value obtained for the gap between HOMO and LUMO is 12.72 eV.

Element x y z (Å)
C 0.167 -0.129 -2.195
C 1.237 -1.189 -2.496
H -0.119 0.384 -3.107
H 0.436 0.496 -1.355
H -0.739 -0.608 -1.799
H 2.164 -0.690 -2.778
H 1.420 -1.848 -1.658
H 0.898 -1.720 -3.365
O -2.087 1.794 5.973
H -2.226 1.906 6.922
H -1.152 1.605 5.859

List of Mulliken charges in e, atom by atom: -0.838 -0.793 0.275 0.289 0.264 0.252 0.287 0.265 -0.641 0.321 0.320



Question: Among the records above, which one has the highest gap between HOMO and LUMO?
Answer: C2H8O



Question: Which formula does entry 1 have?
Answer: C26H80F6N17O28S2Zn



Question: electronic energy of number 3 (C2H8O)?
Answer: -4251.001 eV